DFT (the ωB97M-V functional and the def2-TZVPD basis) results for C22H30HfN2O2P2 as an isolated structure in a non-equilibrium geometry.

net charge	+2
lowest unoccupied orbital energy	-6.69	eV
HOMO-LUMO gap	7.65	eV
DFT total energy	-1846.68183	Eh

Each line ends with the natural charge from an NBO analysis.
Geometry (Å):
Hf -0.339 -0.152 0.848  2.229
O 1.393 0.523 1.222  -0.810
C 2.246 -0.226 1.894  0.342
C 3.579 -0.323 1.460  -0.236
C 4.510 -1.053 2.166  -0.133
C 4.159 -1.701 3.351  -0.231
C 2.881 -1.578 3.835  -0.119
C 1.893 -0.874 3.119  -0.254
C 0.602 -0.682 3.701  0.274
N -0.449 -0.413 2.998  -0.669
C -1.654 0.071 3.662  -0.244
C -2.660 0.500 2.574  -0.233
N -1.914 1.061 1.467  -0.672
C -1.936 2.315 1.151  0.258
C -1.114 2.879 0.134  -0.256
C -1.089 4.290 0.011  -0.098
C -0.276 4.917 -0.897  -0.231
C 0.531 4.152 -1.741  -0.098
C 0.492 2.775 -1.691  -0.255
C -0.314 2.096 -0.766  0.370
O -0.370 0.773 -0.804  -0.813
H 3.849 0.214 0.562  0.237
H 5.524 -1.106 1.800  0.244
H 4.900 -2.269 3.889  0.249
H 2.610 -2.034 4.775  0.234
H 0.542 -0.718 4.791  0.215
H -1.402 0.932 4.292  0.224
H -2.098 -0.697 4.304  0.236
H -3.392 1.201 2.987  0.238
H -3.185 -0.394 2.208  0.219
H -2.619 2.996 1.668  0.218
H -1.707 4.871 0.676  0.229
H -0.250 5.992 -0.959  0.247
H 1.189 4.640 -2.443  0.243
H 1.089 2.181 -2.370  0.236
C -4.195 -1.850 0.059  -0.915
P -2.421 -1.558 -0.309  0.777
C -2.541 -0.982 -2.047  -0.917
C -1.840 -3.304 -0.557  -0.694
C -0.414 -3.344 -1.106  -0.688
P 0.797 -2.419 -0.047  0.789
C 2.257 -2.476 -1.144  -0.908
C 1.249 -3.647 1.245  -0.917
H -4.634 -2.441 -0.744  0.261
H -4.719 -0.895 0.114  0.253
H -4.321 -2.383 1.001  0.252
H -2.991 -1.761 -2.663  0.251
H -1.560 -0.712 -2.436  0.255
H -3.168 -0.092 -2.084  0.260
H -2.524 -3.806 -1.250  0.256
H -1.894 -3.833 0.402  0.240
H -0.384 -2.889 -2.102  0.247
H -0.080 -4.381 -1.209  0.261
H 2.450 -3.505 -1.451  0.261
H 3.134 -2.088 -0.629  0.260
H 2.070 -1.865 -2.026  0.257
H 1.349 -4.639 0.804  0.260
H 0.505 -3.680 2.041  0.245
H 2.205 -3.363 1.684  0.263

Cartesian forces (eV/Å) of the 6 atoms listed first:
-0.5 -2.6 -0.4
1.7 0.9 0.2
1.5 -0.6 1.2
-0.4 0.1 -0.1
-0.2 0.0 -0.1
0.0 -0.1 0.1